1.
Formula: C5H12O2
Source: the OMol25 dataset
Level of theory: ωB97M-V/def2-TZVPD

Output
energy relative to the best compared isomer or geometry (same formula, charge and spin): 17.4 kcal per mole
structure (SMILES): CC[C@@H](O)[C@@H](C)O
lowest unoccupied orbital energy: 0.7 eV
strongest force on any atom: 0.3 eV/Å
calculated total energy: -348.17701 Ha
orbital gap: 10.52 eV

Each line ends with the Mulliken charge.
Element x y z (Å)
C 0.3443 0.6199 2.5485  -1.25
C 0.7816 0.3624 1.1117  -0.48
C -0.4113 0.0696 0.2020  0.01
O -1.3641 1.1032 0.2975  -0.58
C 0.0463 -0.1740 -1.2688  0.40
C -0.2363 -1.5954 -1.7356  -1.46
O -0.6397 0.7796 -2.0775  -0.60
H -0.3594 1.4565 2.5760  0.29
H -0.1670 -0.2570 2.9638  0.32
H 1.1969 0.8548 3.1932  0.37
H 1.3081 1.2433 0.7152  0.30
H 1.4882 -0.4788 1.0619  0.30
H -0.9165 -0.8369 0.5645  0.34
H -1.1870 1.7014 -0.4434  0.33
H 1.1306 0.0116 -1.3323  0.32
H -1.3080 -1.8072 -1.6648  0.37
H 0.0788 -1.7457 -2.7744  0.37
H 0.3026 -2.3183 -1.1107  0.33
H -0.0883 1.0110 -2.8267  0.34

Atomic forces in eV per Å
0.0 0.0 0.1
0.1 0.0 0.0
0.2 -0.3 0.1
0.0 0.2 -0.1
0.1 -0.2 0.2
0.0 0.0 0.0
0.1 0.1 -0.2
0.1 -0.1 0.0
0.1 0.1 0.0
-0.1 0.0 -0.1
-0.1 -0.1 0.0
-0.1 0.1 0.0
0.1 0.1 0.0
-0.2 -0.1 0.0
-0.2 0.0 0.0
0.1 0.0 0.0
0.0 0.1 0.2
-0.1 0.1 -0.1
0.0 0.0 -0.1

=====

2.
Formula: C14H43O8V
Source: the OMol25 dataset
Level of theory: ωB97M-V/def2-TZVPD

Output
energy relative to the best compared isomer or geometry (same formula, charge and spin): 18.7 kcal per mole
net charge: +1
lowest unoccupied orbital energy (spin up / spin down): -3.3 / -3.4 eV
strongest force on any atom: 3.6 eV/Å
2S+1: 4
calculated total energy: -2104.88190 Ha
orbital gap (spin up / spin down): 8.80 / 8.97 eV

Each line ends with the Mulliken charge.
Element x y z (Å)
V -25.2144 23.0591 -12.6753  0.53
O -24.2451 22.3500 -14.4311  0.58
H -24.0325 21.4462 -14.7352  -0.10
C -24.3217 25.4577 -18.3471  -1.47
C -24.7807 24.2334 -17.5934  0.06
O -24.5174 24.5048 -16.2250  -0.59
H -23.2635 25.6998 -18.2492  0.31
H -25.0017 26.2655 -18.0770  0.34
H -24.3759 25.2604 -19.4178  0.42
H -24.2107 23.3716 -17.9406  0.22
H -25.8192 24.0050 -17.8327  0.28
H -24.3775 23.6704 -15.7712  0.21
C -24.7773 18.6697 -17.4477  -1.53
C -25.1993 19.9773 -16.8268  0.58
O -24.1174 20.8728 -16.7946  -0.55
H -24.4266 18.7899 -18.4727  0.34
H -25.6473 18.0131 -17.4333  0.42
H -24.0141 18.1442 -16.8737  0.34
H -25.5910 19.8817 -15.8142  -0.15
H -26.0321 20.3532 -17.4212  0.27
H -24.3782 21.4655 -16.0859  0.00
C -28.9262 23.9866 -14.5358  -1.51
C -27.5449 23.4134 -14.9175  0.51
O -27.1061 22.7201 -13.7521  -0.02
H -28.8868 24.5625 -13.6113  0.28
H -29.5839 23.1311 -14.3816  0.51
H -29.3748 24.6048 -15.3134  0.38
H -26.8532 24.1792 -15.2686  -0.17
H -27.6421 22.6845 -15.7221  0.25
H -27.7649 22.0452 -13.5728  0.20
C -25.1510 27.3991 -13.5504  -1.31
C -26.0898 26.2242 -13.5686  -0.23
O -25.2676 25.0460 -13.6560  -0.26
H -24.3645 27.3883 -12.7959  0.29
H -25.7784 28.2785 -13.4051  0.41
H -24.6504 27.5460 -14.5075  0.35
H -26.7745 26.2502 -14.4163  0.28
H -26.6432 26.0681 -12.6426  0.34
H -24.9041 25.0922 -14.5433  0.19
C -19.4863 22.3040 -14.6719  -1.49
C -20.9966 22.0290 -14.4390  0.18
O -21.6677 23.2414 -14.5861  -0.56
H -19.2270 22.8828 -15.5584  0.34
H -18.9220 21.3722 -14.6337  0.37
H -19.1152 23.0063 -13.9254  0.33
H -21.2140 21.3791 -13.5913  0.14
H -21.2637 21.4509 -15.3236  0.28
H -22.5996 23.0194 -14.6488  0.35
C -24.0424 19.3865 -12.7840  -0.80
C -25.4385 19.8979 -12.5442  0.21
O -25.3444 20.9656 -11.6109  -0.43
H -23.4090 20.2610 -12.9334  -0.10
H -23.9921 18.7896 -13.6947  0.29
H -23.6458 18.7653 -11.9810  0.38
H -26.0411 19.0835 -12.1420  0.56
H -25.8597 20.2498 -13.4860  -0.31
H -25.6325 20.6267 -10.7601  0.28
C -21.3187 24.6973 -11.3885  -0.91
C -22.1587 23.5303 -10.9163  -0.26
O -23.0304 23.1860 -11.9510  -0.22
H -20.5926 25.0229 -10.6436  0.40
H -21.9193 25.5406 -11.7293  0.15
H -20.7952 24.4259 -12.3052  0.17
H -22.7471 23.7365 -10.0222  0.39
H -21.4626 22.7186 -10.7050  0.21
H -22.4628 22.9991 -12.7023  0.06

Atomic forces in eV per Å
1.2 -0.7 -1.5
-0.4 -0.1 0.5
0.0 0.5 1.3
-0.4 -0.3 -0.9
1.2 0.3 -0.8
-0.5 0.1 0.3
-0.1 0.1 0.8
0.4 0.4 -0.2
-0.6 0.1 -0.2
0.1 -0.2 0.3
-0.3 0.2 0.4
0.1 -0.7 0.4
-0.3 -0.5 0.5
-0.1 -0.6 -0.6
0.1 0.2 0.1
-0.1 0.1 0.1
-0.1 -0.1 -0.3
0.2 0.2 0.0
-0.1 -0.5 0.3
-0.1 0.4 -0.2
0.2 0.9 -0.7
0.3 -0.3 -0.6
-1.7 0.6 -0.5
1.2 -0.1 0.8
0.2 0.0 0.0
-0.3 0.1 0.1
0.1 0.0 -0.1
0.2 -0.3 0.6
0.0 0.0 -0.1
0.0 -0.1 0.2
-0.6 1.1 -0.2
0.9 -0.5 0.7
-0.2 -0.9 0.6
-0.3 -0.3 0.2
0.2 0.3 0.1
-0.1 -0.2 -0.1
-0.1 0.1 0.0
-0.2 0.5 0.0
0.6 -0.4 -0.9
-0.3 0.3 1.2
2.0 -0.4 -3.0
0.0 0.9 1.4
-0.7 -0.5 -0.5
0.1 0.1 0.0
0.1 -0.3 0.6
0.0 0.4 0.7
-0.3 -0.6 0.0
-0.9 0.0 -0.2
0.4 -0.1 -0.6
0.7 -1.3 -0.4
-0.7 1.2 0.1
0.2 -0.1 0.1
-0.1 -0.1 -0.1
-0.1 0.2 0.1
-0.4 0.2 0.0
-0.2 0.2 0.2
0.1 0.4 0.2
0.1 0.5 -0.2
1.1 0.9 0.8
-1.8 -0.7 -0.5
-0.1 0.0 0.0
-0.2 0.1 0.4
0.3 -0.3 0.1
0.0 0.1 0.0
-0.2 -0.4 0.2
0.0 0.1 -0.9

=====

3.
Formula: C16H30BaN6S
Source: the OMol25 dataset
Level of theory: ωB97M-V/def2-TZVPD

Output
energy relative to the best compared isomer or geometry (same formula, charge and spin): 6.7 kcal per mole
lowest unoccupied orbital energy: 0.0 eV
strongest force on any atom: 1.3 eV/Å
calculated total energy: -1379.92104 Ha
orbital gap: 6.92 eV

Each line ends with the Mulliken charge.
Element x y z (Å)
Ba 0.2019 -0.8101 -0.1234  1.66
N -0.2126 2.2105 0.1899  -0.21
C 0.5758 2.9896 1.1471  -0.95
C 1.9840 2.4403 1.2435  -0.93
N 2.0827 1.0466 1.6906  0.63
C 1.7279 0.9046 3.1153  -1.12
C 0.2955 0.5158 3.4425  -0.68
N -0.0404 -0.7795 2.8622  -0.31
C 3.4641 0.5743 1.4832  -0.98
C 3.5681 -0.9327 1.3855  -0.14
N 3.0723 -1.3792 0.0754  -0.46
H -1.1767 2.5218 0.1553  0.19
H 0.1455 2.3603 -0.7509  0.19
H 0.6525 4.0506 0.8826  0.46
H 0.0762 2.9566 2.1147  0.28
H 2.4453 2.5029 0.2532  0.48
H 2.5816 3.0973 1.8972  0.34
H 2.3734 0.1359 3.5473  0.55
H 1.9789 1.8343 3.6490  0.27
H 0.2072 0.5345 4.5364  0.40
H -0.4138 1.2524 3.0634  0.32
H 0.5822 -1.5188 3.1906  0.04
H -0.9698 -1.0742 3.1417  0.17
H 3.8302 1.0139 0.5519  0.49
H 4.1267 0.9502 2.2777  0.29
H 4.5963 -1.2549 1.5775  0.43
H 2.9587 -1.4210 2.1498  0.01
H 3.7466 -1.1668 -0.6522  0.19
H 2.9609 -2.3895 0.0709  0.22
C -3.4869 -1.3512 0.3105  -1.20
N -2.7051 -0.6862 -0.7179  0.57
C -3.2093 0.6568 -0.9622  -1.19
C -2.7435 -1.4829 -1.9652  -1.04
C -1.9104 -0.8827 -3.0797  0.55
C -2.4892 -0.6309 -4.3162  -0.67
C -1.7257 -0.0835 -5.3431  -0.48
C -0.3915 0.2070 -5.1104  -0.52
C 0.1609 -0.0681 -3.8578  -0.61
C -0.5514 -0.6322 -2.7883  -0.36
H -4.5446 -1.4631 0.0241  0.36
H -3.4562 -0.7809 1.2423  0.31
H -3.0884 -2.3490 0.5044  0.33
H -4.2456 0.6436 -1.3354  0.30
H -2.5921 1.1609 -1.7048  0.34
H -3.2010 1.2266 -0.0289  0.30
H -3.7922 -1.6231 -2.2802  0.31
H -2.3709 -2.4782 -1.7009  0.39
H -3.5369 -0.8571 -4.4934  0.32
H -2.1694 0.1151 -6.3115  0.36
H 0.2160 0.6371 -5.8994  0.37
H 1.2202 0.1715 -3.7386  0.32
S 1.7832 -3.9290 3.0457  -0.43
C 0.9772 -3.5320 1.6523  0.42
N 0.4316 -3.1543 0.6870  -0.88

Atomic forces in eV per Å
0.0 1.1 -0.1
0.0 0.0 -0.2
-0.1 0.1 0.0
0.2 -0.1 0.1
0.0 0.0 0.0
0.2 0.1 0.0
-0.1 0.0 0.0
-0.1 -0.1 -0.1
0.0 0.2 0.1
-0.1 -0.2 -0.1
0.0 -0.1 -0.1
0.0 0.0 0.1
0.0 0.0 0.0
0.0 0.0 0.0
0.0 0.0 0.0
-0.1 0.0 0.0
-0.1 0.0 0.0
0.0 0.0 0.0
0.0 0.0 0.0
0.0 0.0 0.0
0.0 0.0 0.0
0.1 0.1 0.0
0.0 0.1 0.0
0.0 -0.1 0.0
0.0 0.0 0.0
0.0 0.1 0.0
0.0 0.0 0.0
0.0 0.0 0.0
0.0 0.0 0.1
-0.1 0.0 0.1
0.1 0.0 -0.2
-0.1 0.1 0.1
-0.2 -0.1 0.0
0.2 -0.2 0.3
0.0 0.0 -0.1
0.0 0.0 0.0
-0.1 -0.1 0.1
0.1 0.0 -0.1
0.0 0.3 -0.4
0.0 0.0 0.0
0.0 0.0 0.0
0.0 0.0 0.0
0.0 0.0 0.0
0.0 0.0 0.0
0.0 0.0 0.0
0.0 0.1 0.0
0.1 0.0 -0.1
0.0 0.0 0.0
0.0 0.0 0.0
0.0 0.0 0.0
0.0 0.0 0.0
-0.4 0.2 -0.6
0.4 -0.1 0.7
0.0 -1.3 0.3

=====

4.
Formula: C3H3N2OP
Source: the OMol25 dataset
Level of theory: ωB97M-V/def2-TZVPD

Output
energy relative to the best compared isomer or geometry (same formula, charge and spin): 0.0 kcal per mole
lowest unoccupied orbital energy (spin up / spin down): 0.7 / -4.9 eV
strongest force on any atom: 2.7 eV/Å
2S+1: 3
calculated total energy: -642.03002 Ha
orbital gap (spin up / spin down): 9.71 / 6.55 eV

Each line ends with the Mulliken charge.
Element x y z (Å)
C -1.4389 -1.0729 -0.5461  0.30
C 0.3547 0.6206 3.8708  0.19
C 0.4099 0.7821 -1.0248  -0.92
N -2.5480 -0.9097 -0.7293  -0.32
N 0.5504 0.3179 2.7635  -0.21
O 1.1063 -1.9111 -0.6039  -0.55
P 0.2576 -0.8291 -0.1597  0.51
H -0.1057 1.5559 -0.4834  0.31
H 1.4255 0.9421 -1.1276  0.34
H -0.0117 0.5042 -1.9595  0.34

Atomic forces in eV per Å
0.8 -0.2 0.3
0.1 -0.2 -0.7
-0.9 -1.4 1.0
-2.0 0.0 -0.3
-0.1 0.3 0.9
1.7 -1.9 -0.8
-1.0 2.0 0.9
-0.2 0.3 0.0
2.1 0.7 -0.2
-0.5 0.4 -1.0

=====

5.
Formula: C2H3BrCl2
Source: the OMol25 dataset
Level of theory: ωB97M-V/def2-TZVPD

Output
energy relative to the best compared isomer or geometry (same formula, charge and spin): 6.8 kcal per mole
structure (SMILES): CC(Cl)(Cl)Br
lowest unoccupied orbital energy: -1.1 eV
strongest force on any atom: 2.3 eV/Å
calculated total energy: -3572.37731 Ha
orbital gap: 9.04 eV

Each line ends with the Mulliken charge.
Element x y z (Å)
C -0.3292 -0.0665 -0.0106  -0.98
C -1.6535 -0.7440 -0.0030  0.32
Cl -2.0122 -1.6503 -1.4273  -0.08
Cl -2.0082 -1.6211 1.4444  -0.08
Br -3.2995 0.9591 -0.0103  -0.19
H 0.4500 -0.8333 -0.0322  0.34
H -0.2270 0.5639 -0.8900  0.33
H -0.2049 0.5371 0.8857  0.33

Atomic forces in eV per Å
0.2 0.3 0.0
-1.8 1.4 0.1
0.1 -0.1 -0.1
0.1 0.0 0.1
1.7 -1.5 0.0
-0.1 0.0 0.0
-0.1 0.0 0.0
-0.1 0.0 0.0